[1]
Computed, not measured: C8H8ClNO3S2 as an isolated structure, with ωB97M-V with the def2-TZVPD basis set.

```
23
C8H8ClNO3S2 (ωB97M-V with the def2-TZVPD basis set)
C 1.1277 3.0985 0.5410
C 1.0365 1.8309 1.1195
C 0.8179 3.0852 -0.7910
C 0.6785 0.8504 0.2121
C -1.1001 -1.8435 -0.4027
C 0.4663 -0.5191 0.4985
C 0.4028 -1.6212 -0.5543
C 1.2981 -2.8197 -0.2870
N -1.3991 -0.8767 0.5475
O -1.8620 -2.5981 -0.9206
O -2.5461 0.3377 -1.3336
O -2.1010 1.4903 0.7816
S 0.4002 1.5359 -1.3618
S -2.4241 0.2897 0.0857
Cl -4.1620 -0.3640 0.8212
H 1.4106 3.9837 1.0803
H 1.2342 1.6247 2.1554
H 0.8307 3.9224 -1.4623
H 0.7447 -0.8373 1.4958
H 0.5938 -1.2185 -1.5545
H 2.3379 -2.5057 -0.2344
H 1.1861 -3.5458 -1.0875
H 1.0283 -3.2996 0.6511
```

Orbital gap, eV: 8.6066
HOMO level, eV: -9.322
Energy relative to the best compared isomer or geometry (same formula, charge and spin), eV: 0.000
E_LUMO, eV: -0.72
Charge: 0

Results of the natural (NBO) charge analysis, in e, for atoms 1 through 4:
1 C -0.26
2 C -0.15
3 C -0.37
4 C -0.31

[2]
Computed, not measured: one molecule with the formula C8H8ClNO4, with ωB97M-V with the def2-TZVPD basis set.

```
22
C8H8ClNO4 (ωB97M-V with the def2-TZVPD basis set)
C -0.9914 -1.0832 -2.0179
C -1.7589 -0.2338 -1.3299
C 0.2873 -1.4772 -1.3162
C -1.3823 0.1044 0.1306
C 2.2811 -1.2111 -0.0232
C 1.1067 -0.7012 -0.5767
C -0.6612 1.2049 0.5335
C 0.0828 0.2570 2.4738
N -0.4671 2.3538 -0.4793
O 2.5207 -2.3178 0.3129
O -1.2221 2.3734 -1.4177
O 0.3944 3.1599 -0.2203
O -0.0523 1.4354 1.6871
Cl 3.4014 0.2109 0.2727
H -1.1430 -1.4339 -3.1401
H -2.6674 0.1315 -1.7365
H 0.4061 -2.6011 -1.2006
H -1.6507 -0.6404 0.8517
H 1.1315 0.4124 -0.7137
H -0.8977 -0.0012 3.0175
H 0.8644 0.5605 3.1362
H 0.4180 -0.5032 1.7561
```

⟨S²⟩: 2.02
Orbital gap (spin up / spin down), eV: 6.1144 / 6.5443
HOMO level (spin up / spin down), eV: -6.919 / -10.177
E_LUMO (spin up / spin down), eV: -0.80 / -3.63
Charge: 0
Spin multiplicity: 3

Results of the natural (NBO) charge analysis, in e, for atoms 1 through 4:
1 C -0.22
2 C -0.17
3 C -0.20
4 C -0.29

[3]
Computed, not measured: C8H8F3NV as an isolated structure, with ωB97M-V with the def2-TZVPD basis set.

```
21
C8H8F3NV (ωB97M-V with the def2-TZVPD basis set)
V 0.0195 -3.0027 2.7524
F -1.1737 -4.6525 1.9842
F -1.0447 -1.7511 1.4507
F 1.0040 0.2711 -1.8527
C 1.0449 1.2403 -0.8637
C 2.0882 2.1769 -0.8373
C 2.1830 3.0617 0.2808
C 1.2416 2.8172 1.3152
C 0.1946 1.8911 1.2621
C 0.0594 1.1353 0.1280
H 2.8658 2.2161 -1.5858
H 2.8993 3.8571 0.4244
H 1.3710 3.3805 2.2276
H -0.3892 1.6987 2.1501
H -0.6989 0.3668 0.0993
C -2.1792 -2.0283 -1.6373
C -1.4747 -3.2246 -1.2277
N -0.9139 -4.1931 -0.9472
H -2.9351 -1.9214 -0.8593
H -2.6669 -2.1587 -2.6033
H -1.4948 -1.1803 -1.6606
```

⟨S²⟩: 4.13
Orbital gap (spin up / spin down), eV: 3.9663 / 5.7538
HOMO level (spin up / spin down), eV: -16.725 / -17.131
E_LUMO (spin up / spin down), eV: -12.76 / -11.38
Charge: +2
Spin multiplicity: 4

Results of the natural (NBO) charge analysis, in e, for atoms 1 through 4:
1 V 1.99
2 F -0.41
3 F -0.65
4 F -0.24

[4]
Computed, not measured: a 2-piece molecular cluster, C8H8F8NO3P overall, with ωB97M-V with the def2-TZVPD basis set.

```
29
C8H8F8NO3P (ωB97M-V with the def2-TZVPD basis set)
O -1.3140 2.9684 -0.1973
C -2.2316 2.7329 -0.9566
F -3.0436 3.6924 -1.3809
N -2.5576 1.4564 -1.5022
C -3.8304 0.9457 -1.0625
O -4.7940 0.9454 -1.7937
P -4.0641 0.0901 0.5590
C -2.5579 0.3388 1.6397
F -2.9112 -0.1210 2.8504
F -2.2056 1.6126 1.8180
C -1.3272 -0.4805 1.2092
F -1.1730 -0.4697 -0.1073
F -1.5145 -1.7401 1.5792
C -0.0050 0.0036 1.8461
F 0.3846 1.1423 1.3090
F 0.9294 -0.9035 1.6037
F -0.1327 0.1552 3.1435
H -2.6663 1.5778 -2.5079
H -4.9798 0.9289 1.2187
C 3.5383 -0.3028 -0.6729
C 3.7961 -1.5261 -1.5182
C 4.5672 -2.6517 -0.8715
O 3.4035 -1.6027 -2.6581
H 2.9770 0.4261 -1.2531
H 2.9602 -0.5765 0.2094
H 4.4845 0.1424 -0.3614
H 4.0304 -3.0162 0.0057
H 5.5543 -2.3015 -0.5661
H 4.6830 -3.4668 -1.5820
```

Orbital gap, eV: 9.3874
HOMO level, eV: -9.597
Energy relative to the best compared isomer or geometry (same formula, charge and spin), eV: 0.000
E_LUMO, eV: -0.21
Charge: 0

Results of the natural (NBO) charge analysis, in e, for atoms 1 through 4:
1 O -0.49
2 C 0.96
3 F -0.31
4 N -0.72

[5]
Computed, not measured: a 2-piece molecular cluster, C8H8FNO overall, with ωB97M-V with the def2-TZVPD basis set.

```
19
C8H8FNO (ωB97M-V with the def2-TZVPD basis set)
C -0.7222 0.8895 2.4157
C -1.4026 2.0541 2.0736
C 0.0658 0.2571 1.4144
C -1.5380 2.4318 0.7572
C -0.1537 0.7026 0.1773
C -0.8592 1.7832 -0.2454
C 1.0031 -0.5326 -1.3787
C 1.2816 -2.8359 -1.9997
N 0.8182 -1.7761 -1.0467
O 0.2180 -2.2115 -0.0009
F -1.0688 2.0941 -1.5273
H -0.6384 0.7331 3.4688
H -1.8069 2.8181 2.8079
H 0.7477 -0.5657 1.7105
H -1.9722 3.3489 0.3482
H 1.4337 0.0420 -2.2370
H 2.2891 -3.1724 -1.5555
H 0.6801 -3.7668 -2.2532
H 1.6245 -2.2933 -2.9294
```

Orbital gap (spin up / spin down), eV: 9.0231 / 9.0214
HOMO level (spin up / spin down), eV: -8.802 / -8.801
Energy relative to the best compared isomer or geometry (same formula, charge and spin), eV: 6.818
E_LUMO (spin up / spin down), eV: 0.22 / 0.22
Charge: 0

Results of the natural (NBO) charge analysis, in e, for atoms 1 through 4:
1 C -0.21
2 C -0.21
3 C -0.26
4 C -0.28

[6]
Computed, not measured: C8H8LiN2O5S2 as an isolated structure, with ωB97M-V with the def2-TZVPD basis set.

```
26
C8H8LiN2O5S2 (ωB97M-V with the def2-TZVPD basis set)
Li 1.9090 0.3315 -0.0023
C -0.8520 -0.4710 -2.7075
C -0.8020 -0.9483 -1.2998
N 0.1674 -0.6844 -0.4540
C -0.1678 -1.2854 0.7316
C -1.3665 -1.9273 0.6001
N -1.7568 -1.6959 -0.6984
C -2.2224 -2.7414 1.4925
O -1.7920 -2.9145 2.7161
O -3.2624 -3.2057 1.0624
C 0.7386 -1.1280 1.9177
O 0.3932 -1.6966 2.9818
O 1.7507 -0.4229 1.7213
H 0.0708 0.0689 -2.9152
H -1.6928 0.2092 -2.8556
H -0.9524 -1.2980 -3.4117
H -2.6124 -2.0598 -1.0859
H -0.8813 -2.4246 2.8734
C 1.2067 3.2468 0.9140
O 1.7212 2.2964 -0.0136
C 2.2124 2.6964 -1.2363
S 2.1062 4.2845 -1.6980
S 2.8394 1.3604 -2.0782
H 0.9006 2.6573 1.7753
H 0.3658 3.7877 0.4819
H 1.9789 3.9646 1.1885
```

Orbital gap, eV: 7.6275
HOMO level, eV: -4.865
Energy relative to the best compared isomer or geometry (same formula, charge and spin), eV: 0.000
E_LUMO, eV: 2.76
Charge: -1

Results of the natural (NBO) charge analysis, in e, for atoms 1 through 4:
1 Li 0.85
2 C -0.67
3 C 0.39
4 N -0.52

[7]
Computed, not measured: one molecule with the formula C8H8N2, with ωB97M-V with the def2-TZVPD basis set.

```
18
C8H8N2 (ωB97M-V with the def2-TZVPD basis set)
C -0.9515 2.1564 -2.0930
C 1.2496 -1.8259 1.5330
C 1.5562 -0.4500 1.2420
C 0.0836 -2.1560 0.8658
C 0.4695 0.0107 0.5322
C 0.2726 1.4679 0.1008
C -1.6262 -0.7711 -0.2733
C 0.0696 1.5142 -1.3900
N -1.8784 2.6155 -2.6010
N -0.5052 -0.9773 0.3898
H 1.9951 -2.4606 2.0961
H 2.3840 0.2252 1.4165
H -0.4166 -3.0146 0.7482
H -0.6743 1.9752 0.6087
H 1.1581 1.9913 0.2007
H -1.9012 0.2067 -0.7446
H -2.0381 -1.6776 -0.6116
H 0.7532 1.1699 -2.0202
```

Orbital gap (spin up / spin down), eV: 8.4019 / 6.1050
HOMO level (spin up / spin down), eV: -8.552 / -7.250
Energy relative to the best compared isomer or geometry (same formula, charge and spin), eV: 5.501
E_LUMO (spin up / spin down), eV: -0.15 / -1.14
Charge: 0

Results of the natural (NBO) charge analysis, in e, for atoms 1 through 4:
1 C 0.18
2 C -0.27
3 C -0.28
4 C -0.07

[8]
Computed, not measured: one molecule with the formula C8H8N2O, with ωB97M-V with the def2-TZVPD basis set.

```
19
C8H8N2O (ωB97M-V with the def2-TZVPD basis set)
O 0.9549 2.1148 -0.7200
C 1.4151 1.5098 0.1527
N 1.9167 0.7105 0.8826
C 2.0929 -0.6902 0.6616
C 1.6043 -0.9460 -0.7198
C 0.4265 -0.5099 -1.2267
N -0.6822 -0.1481 -0.4774
C -1.5523 0.8539 -0.8182
C -2.5758 0.8982 0.1044
C -2.1447 -0.0498 1.1773
C -0.9907 -0.6807 0.7607
H 3.1439 -1.0012 0.9055
H 1.5169 -1.2113 1.3566
H 2.2047 -1.4920 -1.3319
H 0.3507 -0.4528 -2.3756
H -1.3742 1.2975 -1.7385
H -3.1613 1.7577 0.3310
H -2.7806 -0.4733 1.9079
H -0.3649 -1.4871 1.1678
```

Orbital gap, eV: 9.4406
HOMO level, eV: -8.600
Energy relative to the best compared isomer or geometry (same formula, charge and spin), eV: 3.399
E_LUMO, eV: 0.84
Charge: 0

Results of the natural (NBO) charge analysis, in e, for atoms 1 through 4:
1 O -0.52
2 C 0.88
3 N -0.55
4 C -0.25

Number 1: F_max 2.465 eV Å⁻¹. Number 2: F_max 8.632 eV Å⁻¹. Number 3: F_max 7.575 eV Å⁻¹. Number 4: F_max 3.751 eV Å⁻¹. Number 5: F_max 6.628 eV Å⁻¹. Number 6: F_max 0.211 eV Å⁻¹. Number 7: F_max 4.458 eV Å⁻¹. Number 8: F_max 3.252 eV Å⁻¹.